The following is a DFT calculation (wB97M-V/def2-TZVPD) of a 10-piece molecular cluster, C17H54O10 overall.

Values from the calculation:
E_LUMO = 0.48 eV
SMILES = CCO.CCO.CCO.CCO.CCO.CCO.CCO.CO.CO.CO

```
! RIJCOSX wB97M-V def2-TZVPD def2/J DEFGRID3
* xyz 0 1
C -2.03 2.72 -31.32
C -1.34 1.35 -31.13
O -0.45 1.47 -30.04
H -2.39 2.96 -32.30
H -1.43 3.55 -31.01
H -2.81 2.76 -30.51
H -0.66 1.18 -31.96
H -1.90 0.43 -31.12
H -1.04 1.28 -29.31
C -2.44 9.63 -29.88
C -2.27 10.59 -28.67
O -3.53 10.79 -28.09
H -3.34 9.91 -30.48
H -2.57 8.60 -29.55
H -1.63 9.59 -30.58
H -2.08 11.62 -29.05
H -1.54 10.28 -27.91
H -3.42 10.96 -27.12
C 2.00 3.19 -27.99
C 3.24 3.97 -27.68
O 3.01 5.32 -28.18
H 1.11 3.52 -27.48
H 2.08 2.13 -27.77
H 1.71 3.26 -29.09
H 4.02 3.64 -28.37
H 3.48 3.96 -26.60
H 2.71 5.24 -29.08
C -0.73 6.59 -31.90
C 0.14 6.73 -30.75
O 1.35 7.27 -31.09
H -0.19 6.59 -32.87
H -1.45 7.38 -31.99
H -1.31 5.68 -31.73
H 0.37 5.70 -30.31
H -0.35 7.27 -29.96
H 1.51 7.93 -30.43
C 6.10 7.45 -31.36
C 4.63 7.35 -30.73
O 4.18 8.64 -30.26
H 6.83 7.56 -30.59
H 6.20 8.19 -32.09
H 6.31 6.61 -32.03
H 4.42 6.61 -29.96
H 3.90 7.29 -31.46
H 4.61 9.27 -30.81
C -5.51 6.27 -31.62
C -4.76 7.29 -30.69
O -3.68 6.48 -30.20
H -6.35 6.95 -31.96
H -5.83 5.39 -31.03
H -4.96 5.85 -32.51
H -5.37 7.71 -29.80
H -4.52 8.18 -31.20
H -3.98 5.66 -29.83
C 2.34 2.97 -32.81
C 1.61 4.01 -32.02
O 2.55 4.84 -31.18
H 2.83 2.11 -32.29
H 3.02 3.29 -33.58
H 1.51 2.50 -33.43
H 0.79 3.53 -31.44
H 1.19 4.65 -32.76
H 2.20 5.77 -31.04
C 0.33 7.92 -27.33
O 1.41 8.68 -27.88
H 0.09 8.47 -26.38
H 0.56 6.85 -27.14
H -0.55 8.09 -27.94
H 1.44 9.55 -27.39
C 1.01 10.98 -30.22
O 2.14 10.66 -30.98
H 1.29 11.51 -29.26
H 0.47 10.10 -29.86
H 0.29 11.67 -30.66
H 2.57 9.95 -30.54
C -1.53 4.60 -28.04
O -2.06 4.11 -26.83
H -0.55 5.02 -27.88
H -2.15 5.41 -28.48
H -1.48 3.69 -28.69
H -1.40 3.57 -26.43
*
```


The following is a DFT calculation (wB97M-V/def2-TZVPD) of a 10-piece molecular cluster, C17H54O10 overall.

Values from the calculation:
E_LUMO = 0.58 eV
SMILES = CC(C)O.CC(C)O.CC(C)O.CC(C)O.CO.CO.CO.CO.CO.O

```
! RIJCOSX wB97M-V def2-TZVPD def2/J DEFGRID3
* xyz 0 1
C -1.79 0.97 -3.81
O -1.81 2.15 -2.88
H -2.53 0.27 -3.61
H -1.76 1.33 -4.85
H -0.85 0.49 -3.73
H -1.78 1.86 -1.96
C -1.37 5.53 -1.79
O -0.65 4.30 -1.71
H -2.30 5.35 -2.41
H -1.59 5.89 -0.82
H -0.84 6.25 -2.47
H -0.96 3.62 -2.32
C 1.10 -2.42 -2.92
O 1.05 -2.56 -1.55
H 2.09 -2.54 -3.31
H 0.52 -3.23 -3.46
H 0.69 -1.50 -3.35
H 1.95 -2.55 -1.19
C -3.17 -0.16 4.03
O -2.26 0.97 3.81
H -4.09 -0.03 3.40
H -2.60 -1.11 3.70
H -3.33 -0.19 5.07
H -2.72 1.65 3.31
C -0.86 -5.09 2.74
O 0.46 -5.40 3.18
H -1.11 -4.12 3.19
H -0.95 -4.93 1.62
H -1.56 -5.89 3.07
H 0.52 -6.09 3.86
C -4.79 1.39 -0.18
C -4.46 2.56 0.76
C -5.62 2.91 1.72
O -3.28 2.30 1.47
H -5.29 0.54 0.25
H -3.86 1.08 -0.70
H -5.37 1.64 -1.07
H -4.32 3.49 0.11
H -5.36 3.82 2.34
H -5.84 2.06 2.38
H -6.47 2.98 1.05
H -2.55 1.99 0.88
C 3.67 2.10 -1.20
C 4.07 1.78 -2.60
C 5.51 2.19 -2.91
O 4.06 0.37 -2.75
H 4.46 1.88 -0.48
H 2.71 1.61 -0.99
H 3.48 3.16 -1.21
H 3.42 2.17 -3.36
H 5.61 3.27 -2.66
H 5.87 2.03 -3.90
H 6.07 1.67 -2.16
H 3.15 0.03 -2.60
C 3.28 -5.00 1.15
C 2.86 -3.53 1.12
C 3.52 -2.90 2.33
O 3.37 -2.99 -0.14
H 2.90 -5.61 1.91
H 4.36 -5.19 1.12
H 2.86 -5.45 0.22
H 1.74 -3.46 1.17
H 2.99 -3.25 3.20
H 3.32 -1.85 2.42
H 4.60 -3.13 2.42
H 3.99 -2.23 -0.01
C 0.84 2.14 1.47
C 0.09 1.23 0.46
C -0.58 0.07 1.26
O -0.97 1.99 -0.19
H 0.80 3.18 1.20
H 1.87 1.97 1.38
H 0.49 2.11 2.47
H 0.78 0.94 -0.26
H -1.02 -0.57 0.51
H -1.29 0.52 1.94
H 0.20 -0.46 1.83
H -0.72 2.94 -0.34
O -1.06 -4.33 -0.95
H -0.16 -4.04 -1.14
H -1.45 -4.96 -1.58
*
```


The following is a DFT calculation (wB97M-V/def2-TZVPD) of C17H56AgB3F3N4O7PtS as an isolated structure.

Values from the calculation:
E_LUMO (spin up / spin down) = 1.78 / 1.51 eV
Expectation value of S² = 2.00

```
! RIJCOSX wB97M-V def2-TZVPD def2/J DEFGRID3
* xyz -1 3
Ag -2.50 2.33 1.37
Pt -1.19 0.37 -2.39
B -0.81 2.72 -2.60
H -0.55 2.49 -3.77
H -0.12 1.95 -1.96
H -0.51 3.84 -2.31
H -1.96 2.57 -2.34
B -2.61 4.83 0.43
H -1.79 5.73 0.35
H -2.12 3.87 -0.10
H -2.69 4.64 1.64
H -3.60 5.17 -0.14
B -1.34 0.24 0.08
H -0.15 0.10 -0.03
H -1.61 1.35 -0.26
H -1.87 -0.58 -0.62
H -1.63 -0.04 1.21
C -6.10 0.94 -1.98
F -6.34 1.06 -3.28
F -7.02 1.62 -1.32
F -6.21 -0.35 -1.67
S -4.41 1.55 -1.54
O -3.50 0.59 -2.20
O -4.35 2.90 -1.98
O -4.37 1.35 -0.09
C -0.04 -4.05 3.27
C -0.58 -2.98 2.33
C -1.99 -3.22 1.76
O -2.04 -4.32 0.89
C -2.51 -5.52 1.45
N -0.40 -1.66 2.92
H -0.01 -5.03 2.80
H -0.58 -4.09 4.23
H 1.00 -3.80 3.51
H 0.05 -3.06 1.43
H -2.19 -2.32 1.17
H -2.75 -3.25 2.55
H -1.67 -6.13 1.80
H -2.97 -6.14 0.67
H -3.20 -5.36 2.28
H -0.67 -0.94 2.25
H -1.14 -1.53 3.62
C 1.50 2.23 1.58
C 1.09 3.49 2.31
C 1.65 4.71 1.64
O 1.43 5.89 2.38
C 1.19 7.02 1.56
N -0.41 3.57 2.30
H 1.06 2.25 0.58
H 1.31 1.29 2.10
H 2.57 2.27 1.33
H 1.32 3.41 3.38
H 1.17 4.80 0.65
H 2.71 4.62 1.35
H 0.14 7.04 1.25
H 1.85 7.08 0.70
H 1.39 7.91 2.17
H -0.65 4.15 3.10
H -0.68 4.17 1.52
C 3.43 -1.32 2.28
C 3.48 -1.02 0.79
C 4.49 -1.83 0.01
O 5.79 -1.57 0.49
C 6.76 -2.18 -0.32
N 2.18 -1.11 0.12
H 4.33 -0.93 2.76
H 3.43 -2.41 2.43
H 2.55 -0.95 2.80
H 3.87 0.00 0.67
H 4.41 -1.47 -1.03
H 4.27 -2.91 0.07
H 6.67 -1.82 -1.35
H 6.66 -3.27 -0.26
H 7.77 -1.95 0.03
H 1.42 -0.95 0.78
H 2.05 -2.11 -0.05
C 2.01 -2.34 -3.83
C 0.66 -1.65 -3.63
C -0.46 -2.58 -3.17
O -1.67 -1.88 -3.06
C -2.71 -2.69 -2.53
N 0.74 -0.45 -2.77
H 1.87 -3.18 -4.52
H 2.42 -2.61 -2.86
H 2.70 -1.68 -4.35
H 0.36 -1.33 -4.63
H -0.18 -2.98 -2.18
H -0.54 -3.44 -3.84
H -2.42 -3.11 -1.56
H -3.05 -3.41 -3.27
H -3.54 -2.02 -2.32
H 1.47 0.16 -3.12
H 1.20 -0.76 -1.90
*
```


Let's list energy in order: -38973.358, -38976.326, -67086.706 eV.